1.
Formula: C30H29NO4
Source: OMol25
Level of theory: ωB97M-V/def2-TZVPD

```
64
Properties=species:S:1:pos:R:3:forces:R:3
C 2.773 -2.639 2.078 -0.128 -0.659 0.049
C 2.650 -1.184 1.908 -1.472 1.543 -1.019
N 3.603 -0.322 2.333 0.742 0.090 0.041
C 4.812 -0.773 3.010 -0.096 -0.072 -0.034
C 3.200 1.002 2.123 -0.580 -0.484 0.748
C 1.889 0.959 1.571 1.135 -0.358 0.686
C 1.162 2.136 1.481 0.035 0.864 -0.212
C 1.730 3.331 1.952 -0.215 -0.742 -0.383
C 3.023 3.346 2.505 0.102 -0.207 0.051
C 3.768 2.165 2.634 -0.295 0.503 -0.243
C 1.551 -0.434 1.423 1.610 0.155 0.866
C 0.303 -0.987 1.039 0.389 0.485 -0.508
C -0.925 -0.696 1.780 -1.029 -0.207 0.278
C -0.950 0.263 2.800 0.413 0.373 -0.105
C -2.127 0.657 3.412 -0.286 -0.027 -0.023
C -3.342 0.063 3.058 0.506 -0.502 0.022
C -3.317 -1.027 2.183 0.182 0.209 -0.127
C -2.131 -1.394 1.535 -0.181 0.129 0.523
H 1.801 -3.097 1.875 0.243 -0.067 0.147
H 3.502 -3.119 1.407 -0.052 0.291 0.172
H 3.052 -2.863 3.115 -0.075 -0.158 -0.217
H 5.429 0.086 3.261 0.006 -0.083 -0.072
H 4.568 -1.311 3.940 0.005 0.246 -0.221
H 5.379 -1.461 2.370 -0.059 0.260 0.099
H 0.160 2.096 1.052 0.276 0.308 0.304
H 1.132 4.240 1.916 0.247 -0.129 -0.053
H 3.428 4.301 2.853 -0.089 -0.443 -0.014
H 4.719 2.143 3.163 -0.155 0.148 -0.242
H 0.468 -2.031 0.787 -0.517 0.193 -0.349
H -0.016 0.747 3.101 -0.445 -0.241 -0.107
H -2.083 1.437 4.169 -0.109 -0.118 -0.143
H -4.275 0.386 3.509 0.140 -0.050 -0.038
H -4.242 -1.570 1.982 0.300 0.132 -0.051
H -2.168 -2.227 0.833 -0.086 0.239 0.412
C -1.480 1.664 -3.462 -0.092 -0.444 -0.042
C -0.361 2.161 -2.567 0.570 0.342 0.365
C -0.016 3.558 -3.053 0.276 0.072 0.308
O -0.744 2.182 -1.172 -0.433 -0.760 -0.685
C -1.170 0.900 -0.799 -1.481 -0.702 0.730
O -2.305 0.736 -0.341 2.541 0.997 -0.615
C -0.146 -0.177 -0.971 0.391 1.355 1.029
C -0.514 -1.585 -1.227 -0.860 -1.166 -1.111
C -1.521 -1.745 -2.347 0.676 -0.494 0.460
C -1.211 -2.314 -3.585 -0.859 0.281 0.555
C -2.294 -2.810 -4.317 -0.005 0.177 0.013
C -3.606 -2.706 -3.830 0.046 -0.138 -0.100
C -3.881 -2.051 -2.627 0.240 0.255 -0.091
C -2.826 -1.535 -1.899 -0.224 -0.597 -0.463
C 0.954 0.205 -1.942 2.167 -0.847 -0.943
O 1.923 -0.527 -2.219 -2.461 1.790 0.990
O 0.853 1.385 -2.668 -0.455 -0.915 0.674
H -1.713 0.602 -3.310 -0.037 0.308 -0.073
H -2.364 2.279 -3.242 0.160 -0.280 -0.113
H -1.177 1.828 -4.506 -0.192 -0.224 0.347
H 0.914 3.934 -2.626 -0.141 -0.076 0.135
H 0.101 3.506 -4.138 0.076 0.080 0.166
H -0.839 4.237 -2.827 0.062 -0.042 0.038
H 0.474 -2.050 -1.427 -0.843 -0.293 0.056
H -1.052 -2.085 -0.392 1.037 0.440 -0.893
H -0.163 -2.363 -3.901 -0.483 -0.266 0.032
H -2.088 -3.317 -5.253 -0.217 0.018 -0.053
H -4.429 -3.164 -4.372 0.193 0.078 -0.078
H -4.874 -1.946 -2.194 0.001 -0.170 -0.467
H -2.972 -1.030 -0.945 -0.118 -0.404 -0.407
```
Forces are in eV/Å.

Output
* charge: 0
* relative energy (zero: lowest compared OMol25 entry of this formula, charge and spin): 26.7 kcal/mol

---

2.
Formula: C39H39ClF6NO5PS
Source: OMol25
Level of theory: ωB97M-V/def2-TZVPD

```
93
Properties=species:S:1:pos:R:3:forces:R:3
C 9.140 -0.432 0.889 -0.109 -0.526 0.223
C 8.557 -1.848 0.907 0.006 0.444 0.054
C 7.061 -1.880 1.163 0.546 -0.104 -0.298
Cl 6.612 -0.833 2.563 0.015 -0.121 0.047
O 6.700 -3.220 1.399 -0.673 0.350 0.158
S 5.171 -3.756 1.031 -0.014 -0.093 0.256
O 4.944 -4.777 2.002 0.106 -0.141 -0.084
O 4.264 -2.473 1.563 0.714 -0.071 -0.454
P 3.518 -1.510 0.470 -1.163 0.197 0.106
N 2.046 -1.894 0.253 0.622 0.017 -0.217
O 3.814 -0.117 1.137 0.023 -0.269 0.130
O 4.435 -1.466 -0.843 0.427 -0.140 0.178
H 9.251 -0.077 1.907 -0.084 0.264 0.075
H 10.129 -0.449 0.441 0.041 0.061 -0.168
H 8.485 0.235 0.334 0.085 0.212 -0.076
H 9.056 -2.457 1.658 0.046 -0.151 -0.003
H 8.694 -2.294 -0.077 0.031 -0.288 0.016
H 6.562 -1.456 0.296 -0.341 0.001 0.050
H 1.878 -2.067 -0.731 -0.455 0.034 -0.012
H 4.538 -0.205 1.781 0.108 0.283 0.037
H 4.220 -2.184 -1.448 -0.028 -0.043 -0.194
F -4.865 -3.283 0.386 -0.001 0.000 -0.002
C -3.650 -2.733 0.612 0.125 0.041 0.014
C -3.564 -1.607 1.404 -0.149 0.061 0.055
C -2.315 -1.047 1.633 0.029 -0.087 -0.093
C -1.180 -1.611 1.066 0.042 0.109 0.089
C -1.293 -2.743 0.274 -0.097 0.030 -0.031
C -2.536 -3.316 0.042 0.005 -0.119 -0.099
H -4.461 -1.179 1.831 -0.007 -0.024 0.005
H -2.232 -0.166 2.255 -0.027 0.018 0.001
H -0.205 -1.177 1.237 0.031 -0.038 -0.019
H -0.409 -3.181 -0.169 0.030 -0.016 0.042
H -2.647 -4.201 -0.570 -0.025 0.014 -0.008
F 1.305 -3.024 -3.515 0.012 0.011 0.024
C 0.028 -2.765 -3.890 -0.209 0.054 -0.044
C -0.780 -3.814 -4.277 0.090 -0.231 0.017
C -2.089 -3.546 -4.653 -0.001 0.095 0.017
C -2.566 -2.244 -4.641 -0.040 0.004 -0.001
C -1.733 -1.205 -4.252 -0.038 -0.109 -0.009
C -0.426 -1.464 -3.870 0.179 0.173 0.087
H -0.388 -4.823 -4.282 0.011 0.009 0.034
H -2.736 -4.359 -4.954 0.007 -0.019 -0.008
H -3.586 -2.039 -4.937 -0.006 0.003 -0.003
H -2.100 -0.188 -4.245 0.007 0.016 0.014
H 0.237 -0.669 -3.554 0.011 -0.011 -0.004
F -4.610 1.209 2.687 0.032 0.021 0.049
C -5.872 1.594 2.409 -0.117 0.035 -0.047
C -6.752 1.801 3.452 0.037 -0.005 0.145
C -8.047 2.199 3.157 0.012 -0.001 -0.088
C -8.442 2.376 1.838 -0.069 -0.012 -0.003
C -7.539 2.157 0.808 -0.013 0.014 0.073
C -6.238 1.766 1.090 0.080 -0.016 -0.123
H -6.423 1.651 4.471 0.023 0.001 -0.010
H -8.750 2.372 3.962 -0.003 -0.018 0.018
H -9.455 2.683 1.613 -0.008 -0.011 -0.010
H -7.846 2.290 -0.220 0.007 0.005 -0.015
H -5.514 1.594 0.305 0.014 -0.025 0.021
F -0.747 -1.723 -7.380 -0.019 0.005 0.006
C 0.394 -2.134 -7.965 0.108 -0.031 -0.055
C 0.953 -1.353 -8.958 -0.042 0.121 -0.047
C 2.129 -1.779 -9.557 0.003 -0.063 0.041
C 2.723 -2.970 -9.166 0.042 -0.013 -0.020
C 2.140 -3.739 -8.168 0.006 0.073 -0.048
C 0.968 -3.320 -7.556 -0.027 -0.104 0.094
H 0.469 -0.432 -9.252 -0.013 -0.001 0.023
H 2.582 -1.176 -10.333 -0.010 0.012 -0.015
H 3.639 -3.299 -9.639 0.004 -0.005 -0.002
H 2.599 -4.670 -7.863 0.001 -0.009 0.019
H 0.503 -3.900 -6.771 -0.046 0.031 -0.004
F 8.594 0.615 4.275 0.104 0.090 0.096
C 8.433 0.818 5.601 -0.019 0.001 0.102
C 9.173 1.803 6.221 0.097 0.091 -0.072
C 8.998 2.007 7.581 -0.056 -0.061 0.014
C 8.101 1.228 8.297 0.001 0.012 0.040
C 7.371 0.241 7.650 0.047 0.057 0.006
C 7.531 0.031 6.288 -0.083 -0.105 -0.061
H 9.871 2.395 5.644 -0.015 -0.007 -0.019
H 9.566 2.779 8.083 0.020 0.007 -0.004
H 7.970 1.389 9.358 -0.003 -0.001 0.007
H 6.673 -0.371 8.206 -0.020 -0.007 -0.006
H 6.969 -0.730 5.763 0.026 -0.006 -0.016
F -12.028 7.998 2.706 -0.011 0.004 0.006
C -10.885 7.587 2.120 0.091 -0.034 -0.048
C -10.334 8.359 1.117 -0.048 0.123 -0.052
C -9.157 7.932 0.520 0.004 -0.072 0.039
C -8.556 6.748 0.924 0.035 -0.008 -0.034
C -9.131 5.988 1.932 0.009 0.082 -0.031
C -10.304 6.409 2.542 -0.044 -0.092 0.090
H -10.823 9.275 0.814 -0.012 -0.001 0.024
H -8.709 8.528 -0.264 -0.010 0.013 -0.014
H -7.639 6.418 0.453 0.007 -0.007 0.005
H -8.664 5.065 2.246 0.017 -0.001 0.026
H -10.767 5.836 3.335 -0.021 0.016 -0.004
```
Forces are in eV/Å.

Output
* charge: 0
* electronic energy: -101755.9595 eV

---

3.
Formula: C27H26Br2N8S2Ti
Source: OMol25
Level of theory: ωB97M-V/def2-TZVPD

```
66
Properties=species:S:1:pos:R:3:forces:R:3
Ti -0.503 1.069 -0.317 -0.689 0.182 0.041
Br 5.934 2.943 -1.638 -0.037 -0.019 0.003
C 4.180 2.375 -1.328 -0.113 0.059 0.023
C 3.889 1.027 -1.170 -0.030 -0.036 0.027
C 2.579 0.672 -0.918 0.110 -0.113 0.024
N 1.576 1.551 -0.840 -0.127 0.143 0.075
C 1.854 2.854 -1.030 0.009 0.328 -0.028
C 3.148 3.301 -1.255 0.104 -0.212 -0.055
C 0.697 3.797 -1.005 0.274 0.078 -0.095
C 0.861 5.160 -1.204 -0.200 0.028 0.020
C -0.264 5.977 -1.197 0.039 -0.095 0.014
Br -0.083 7.819 -1.460 -0.006 -0.050 0.006
C -1.514 5.410 -0.997 -0.020 -0.011 0.001
C -1.587 4.044 -0.810 -0.112 0.052 0.014
N -0.514 3.249 -0.811 0.269 -0.409 0.054
H 4.655 0.269 -1.237 0.040 0.008 -0.008
H 2.314 -0.367 -0.761 0.028 0.019 -0.015
H 3.369 4.347 -1.394 0.002 0.033 -0.009
H 1.829 5.601 -1.373 0.033 0.007 0.004
H -2.412 6.009 -0.990 -0.004 0.023 -0.003
H -2.543 3.559 -0.651 0.014 0.056 -0.005
N 1.351 3.187 2.585 -0.052 -0.039 -0.019
C 1.153 1.865 2.542 0.024 0.053 -0.038
S -0.420 1.276 2.173 -0.019 -0.098 -0.030
N 2.195 1.072 2.784 0.079 0.162 -0.023
C 2.191 -0.357 2.862 0.015 -0.100 -0.004
C 3.137 -1.053 2.123 -0.085 -0.030 -0.006
C 3.194 -2.436 2.212 0.015 0.022 -0.001
C 2.308 -3.114 3.036 0.029 -0.017 0.001
C 1.380 -2.406 3.788 -0.047 -0.002 0.036
C 1.322 -1.023 3.716 0.060 0.017 -0.012
H 0.540 3.781 2.505 0.076 -0.023 -0.001
H 2.200 3.591 2.951 -0.004 0.001 0.002
H 3.102 1.509 2.891 -0.052 -0.006 0.076
H 3.837 -0.514 1.497 0.020 0.026 -0.016
H 3.944 -2.980 1.652 0.010 -0.013 -0.012
H 2.365 -4.191 3.121 0.002 -0.013 0.006
H 0.720 -2.930 4.466 -0.012 -0.003 -0.002
H 0.627 -0.469 4.333 -0.002 0.007 -0.028
S -2.980 0.855 -0.848 0.150 0.181 0.002
C -3.457 -0.804 -0.843 0.027 -0.015 -0.031
N -3.845 -1.377 -1.975 0.025 0.054 0.049
C -4.396 -2.733 -2.050 0.006 -0.052 -0.007
C -5.020 -3.089 -0.712 0.018 0.011 -0.015
C -3.997 -2.868 0.388 0.028 -0.025 0.031
N -3.463 -1.505 0.285 -0.024 0.093 0.029
H -3.866 -0.780 -2.787 0.007 -0.037 0.021
H -3.595 -3.433 -2.305 -0.032 -0.006 -0.015
H -5.126 -2.752 -2.857 -0.016 -0.012 0.023
H -5.348 -4.127 -0.717 0.020 -0.011 -0.001
H -5.895 -2.462 -0.533 -0.012 -0.003 -0.007
H -3.174 -3.583 0.306 -0.025 -0.013 0.003
H -4.440 -2.976 1.376 -0.017 -0.013 -0.021
H -3.254 -0.983 1.123 -0.012 -0.068 -0.087
N -0.358 -3.614 -4.775 -0.012 0.013 -0.069
C -0.244 -3.291 -3.680 -0.004 -0.100 -0.078
C -0.134 -2.888 -2.311 -0.028 0.150 0.191
C 0.161 -3.797 -1.297 -0.010 0.073 0.012
C 0.222 -3.334 0.007 -0.078 -0.011 -0.063
C -0.013 -1.994 0.256 0.167 -0.158 0.101
N -0.288 -1.119 -0.719 0.206 0.226 -0.061
C -0.350 -1.554 -1.978 -0.026 -0.262 -0.069
H 0.338 -4.837 -1.535 0.007 -0.029 -0.010
H 0.456 -3.998 0.827 -0.010 -0.006 0.001
H 0.043 -1.594 1.264 -0.006 0.001 -0.034
H -0.587 -0.835 -2.758 0.008 0.008 0.085
```
Forces are in eV/Å.

Output
* charge: +2
* 2S+1: 3
* relative energy (zero: lowest compared OMol25 entry of this formula, charge and spin): 0.9 kcal/mol

---

4.
Formula: C2H6N4
Source: OMol25
Level of theory: ωB97M-V/def2-TZVPD

```
12
Properties=species:S:1:pos:R:3:forces:R:3
C 0.259 0.498 0.392 -1.118 -0.123 0.801
C -2.122 -0.035 0.176 0.073 1.338 0.805
N 1.427 1.105 0.121 -0.714 0.473 -1.130
N 1.778 -1.054 -0.101 -1.143 0.620 -0.778
N 2.274 0.186 -0.064 -1.932 -2.580 0.386
N -0.880 0.567 -0.280 0.732 -0.456 2.054
H -2.990 0.266 -0.360 -0.323 0.797 -1.202
H -2.117 -1.069 0.065 0.329 -1.993 0.354
H -2.371 0.320 1.154 0.308 -0.342 0.932
H 2.458 -1.774 0.095 0.690 0.189 0.187
H 3.226 0.288 0.029 2.491 1.174 0.354
H -0.942 0.703 -1.228 0.605 0.903 -2.764
```
Forces are in eV/Å.

Output
* charge: 0
* relative energy (zero: lowest compared OMol25 entry of this formula, charge and spin): 124.5 kcal/mol

---

5.
Formula: B8H32KPbZr
Source: OMol25
Level of theory: ωB97M-V/def2-TZVPD

```
43
Properties=species:S:1:pos:R:3:forces:R:3
Pb 2.182 1.296 -1.636 -0.142 -1.387 -0.321
Zr -1.878 -0.731 1.007 1.100 1.259 -2.105
K 1.598 1.137 3.106 0.209 -0.311 -0.886
B -2.733 -0.595 -1.122 -0.624 -0.672 -1.187
H -3.265 -0.455 -2.050 -1.677 0.766 -3.062
H -3.494 -0.664 -0.360 -2.980 -0.304 3.218
H -2.246 -1.553 -1.220 2.224 -3.659 0.087
H -2.045 0.211 -0.919 2.640 3.002 1.150
B 3.718 0.534 0.320 0.482 -0.389 1.117
H 4.216 0.521 -0.637 1.839 -0.104 -3.708
H 3.025 -0.284 0.441 -2.528 -2.794 0.270
H 4.521 0.380 1.024 3.109 -0.270 3.085
H 3.223 1.485 0.445 -1.725 4.014 1.153
B 0.194 0.953 0.216 0.796 -0.839 -0.551
H -0.714 0.957 0.800 -4.118 0.398 2.515
H 0.720 1.892 0.294 1.026 4.085 0.798
H 0.922 0.247 0.585 2.122 -2.690 1.406
H -0.067 0.737 -0.808 -0.732 -0.721 -3.480
B -0.131 -2.325 0.672 1.532 -0.880 -0.552
H -0.009 -3.251 0.131 0.068 -3.128 -2.072
H 0.839 -2.043 1.051 2.961 1.050 1.911
H -0.465 -1.557 -0.008 -0.903 2.791 -3.164
H -0.915 -2.485 1.397 -3.696 -0.652 3.458
B -0.866 -0.612 3.222 0.957 -0.830 1.194
H -1.927 -0.800 3.170 -4.371 -1.258 -0.079
H -0.642 0.042 4.050 0.510 2.637 2.877
H -0.209 -1.468 3.202 1.918 -3.135 0.544
H -0.585 -0.155 2.285 1.537 2.270 -2.872
B 2.246 -1.356 -2.095 0.413 0.102 0.156
H 3.320 -1.347 -1.989 4.126 0.504 0.287
H 1.821 -1.121 -1.132 -1.746 0.937 3.715
H 1.874 -0.675 -2.844 -1.545 2.570 -3.553
H 2.025 -2.394 -2.291 -1.425 -3.701 -1.171
B -3.350 0.903 1.659 -1.183 1.911 0.250
H -3.985 1.448 2.340 -1.968 1.854 2.497
H -3.397 1.365 0.685 -0.011 1.136 -3.478
H -2.353 0.879 2.072 3.866 0.328 1.718
H -3.673 -0.126 1.677 -1.729 -4.473 0.057
B 0.485 2.206 -3.356 -0.591 0.377 -0.550
H 0.208 1.241 -2.960 -1.360 -3.770 1.506
H 0.001 2.390 -4.302 -1.725 0.542 -3.555
H 0.251 2.997 -2.660 -0.844 3.047 2.920
H 1.559 2.177 -3.464 4.190 0.388 -1.543
```
Forces are in eV/Å.

Output
* charge: -1
* electronic energy: -28767.0289 eV

---

6.
Formula: C13H12N5O5S2
Source: OMol25
Level of theory: ωB97M-V/def2-TZVPD

```
37
Properties=species:S:1:pos:R:3:forces:R:3
O 4.426 -0.610 -4.530 -0.425 -1.230 0.162
O -1.637 2.206 0.001 0.447 -2.063 0.977
O -0.152 0.590 -4.364 1.239 0.381 -0.777
O 3.113 0.897 -5.454 -1.505 -1.207 1.613
N -2.177 0.479 4.528 4.765 -3.261 0.171
N -1.228 -1.294 0.611 0.196 1.393 0.870
O -1.315 -2.275 1.697 0.230 1.390 -0.802
S -3.176 1.628 2.543 -1.321 1.907 -0.789
S 1.846 0.164 -0.388 0.168 2.146 0.618
C 3.328 0.008 -4.552 4.366 2.468 -4.253
C -1.369 1.003 -0.139 -0.402 1.314 -2.574
C 0.514 1.077 -3.488 -3.229 -2.546 -0.322
C -2.904 1.423 4.201 -3.173 0.965 1.216
C -1.576 -0.019 3.410 -1.487 0.407 1.479
C -2.078 0.387 2.264 1.322 -0.634 -3.647
C 2.578 -0.067 -3.340 0.550 -3.565 1.967
C 2.731 -1.183 -2.550 -1.746 2.798 0.002
C -1.562 -0.060 0.907 -0.550 -1.771 1.877
N -3.579 1.912 5.261 0.727 1.067 1.640
N 1.828 1.040 -3.062 -1.825 1.371 0.612
N -0.965 0.570 -1.395 0.869 0.252 -0.613
C 0.008 -2.725 1.990 0.557 -0.134 0.928
C 2.033 -1.398 -1.216 -2.961 2.393 -4.383
C 1.413 1.412 -1.733 0.336 1.001 2.582
C -0.097 1.478 -2.148 1.640 -1.047 0.642
H -0.810 -0.661 3.488 2.439 -2.328 0.370
H 3.324 -1.915 -2.994 1.081 -1.097 -0.345
H -3.326 1.541 6.195 -0.315 0.306 -1.455
H -4.446 2.300 5.139 -2.217 1.149 -0.085
H -0.601 -0.361 -1.527 -0.504 -0.470 0.706
H 0.434 -2.352 2.957 -0.656 0.490 -0.589
H -0.003 -3.799 2.190 -0.275 -0.109 -0.615
H 0.734 -2.458 1.222 -0.291 -0.169 -0.184
H 0.983 -1.748 -1.453 1.001 -0.236 0.474
H 2.496 -2.034 -0.589 1.655 -2.210 2.144
H 1.758 2.452 -1.416 0.168 -1.597 -0.091
H -0.546 2.392 -2.269 -0.874 2.476 0.473
```
Forces are in eV/Å.

Output
* charge: -1
* electronic energy: -53030.2859 eV